# C4H7NO2S

One molecule with the formula C4H7NO2S at a distorted geometry (wB97M-V/def2-TZVPD, the Open Molecules 2025 dataset).

CARTESIAN COORDINATES (ANGSTROEM)
C -2.45 0.72 2.47
C -1.65 0.88 1.59
C -0.66 0.94 0.43
C -0.10 -0.44 0.14
S 0.93 0.01 -1.33
N 2.10 -1.22 -1.50
O 0.09 0.00 -2.53
O 1.73 1.10 -1.03
H -2.75 0.74 3.49
H -1.20 1.17 -0.48
H 0.14 1.68 0.66
H -0.79 -1.11 -0.28
H 0.59 -0.92 0.79
H 2.21 -1.49 -0.50
H 1.80 -2.08 -1.93

As for the lowest unoccupied orbital energy: 0.339 eV. For the HOMO energy, the calculation gives -10.46 eV. For the energy relative to the best compared isomer or geometry (same formula, charge and spin), the calculation gives 94.9 kcal/mol. The value obtained for the max |F| is 5.935 eV Å⁻¹. The frontier orbital gap comes out at 0.3968 Eh. The SMILES is C#CCCS(N)(=O)=O.

***

# C15H48O9

A 9-piece molecular cluster, C15H48O9 overall at a distorted geometry (wB97M-V/def2-TZVPD, the Open Molecules 2025 dataset).

CARTESIAN COORDINATES (ANGSTROEM)
C 0.62 0.69 -4.56
C -0.86 0.79 -4.12
O -1.69 1.38 -5.03
H 1.23 0.21 -3.80
H 1.05 1.68 -4.75
H 0.74 -0.01 -5.39
H -0.91 1.07 -3.06
H -1.24 -0.23 -4.01
H -2.48 0.83 -4.97
C -2.50 -5.58 1.69
C -2.62 -4.09 1.66
O -1.61 -3.43 0.84
H -3.31 -5.94 2.32
H -1.60 -6.04 2.10
H -2.72 -5.92 0.68
H -2.62 -3.72 2.69
H -3.63 -3.96 1.28
H -2.12 -2.72 0.45
C -2.43 3.11 0.32
C -2.40 3.99 -0.99
O -1.21 4.71 -0.89
H -3.28 2.43 0.23
H -2.75 3.77 1.13
H -1.57 2.53 0.64
H -3.19 4.74 -1.01
H -2.33 3.34 -1.87
H -0.52 4.11 -1.18
C 2.90 -6.21 1.14
C 1.60 -5.60 0.59
O 1.88 -4.74 -0.46
H 2.70 -7.14 1.68
H 3.24 -5.35 1.71
H 3.59 -6.52 0.36
H 0.95 -5.06 1.28
H 1.04 -6.44 0.18
H 1.12 -4.16 -0.46
C 1.62 4.60 -2.96
C 1.99 3.45 -2.07
O 0.69 2.86 -1.76
H 2.51 5.20 -3.17
H 0.92 5.27 -2.46
H 1.16 4.34 -3.91
H 2.73 3.70 -1.31
H 2.51 2.76 -2.73
H 0.68 2.17 -1.10
C 4.00 3.79 1.99
C 3.21 2.69 2.69
O 1.86 2.96 2.41
H 4.01 4.76 2.49
H 3.76 3.98 0.95
H 5.03 3.43 2.00
H 3.17 2.61 3.77
H 3.42 1.68 2.34
H 1.32 2.17 2.44
C -0.12 -0.48 -0.40
O 0.49 0.68 0.12
H 0.41 -1.43 -0.29
H -1.08 -0.67 0.09
H -0.51 -0.34 -1.40
H 0.83 0.40 0.98
C -4.41 -0.61 -0.07
O -3.67 -1.51 0.69
H -3.71 0.00 -0.65
H -4.89 -1.11 -0.91
H -5.01 0.09 0.52
H -4.22 -1.96 1.34
C 1.65 -0.49 4.21
O 0.97 -0.03 3.00
H 2.11 -1.46 4.02
H 2.42 0.27 4.33
H 0.92 -0.58 5.01
H 0.13 0.30 3.33

As for the lowest unoccupied orbital energy: 0.190 eV. For the HOMO energy, the calculation gives -9.01 eV. For the energy relative to the best compared isomer or geometry (same formula, charge and spin), the calculation gives 136.2 kcal/mol. The value obtained for the max |F| is 3.643 eV Å⁻¹. The frontier orbital gap comes out at 0.3379 Eh. The SMILES is CCO.CCO.CCO.CCO.CCO.CCO.CO.CO.CO.

***

# C41H42ClHfN7O2PS3

C41H42ClHfN7O2PS3 as an isolated structure (wB97M-V/def2-TZVPD, the Open Molecules 2025 dataset).

CARTESIAN COORDINATES (ANGSTROEM)
Hf 0.07 0.27 -0.42
C -2.23 -4.03 -3.93
S -2.45 -3.73 -2.16
C -1.68 -2.19 -1.93
S -1.82 -1.56 -0.33
N -1.09 -1.60 -2.92
N -0.59 -0.36 -2.57
C -0.51 0.45 -3.56
C -0.10 1.83 -3.34
C -0.11 2.72 -4.40
C 0.20 4.05 -4.17
C 0.54 4.41 -2.88
C 0.55 3.45 -1.88
N 0.22 2.18 -2.08
H -3.10 -4.59 -4.27
H -2.17 -3.09 -4.46
H -1.33 -4.62 -4.12
H -0.82 0.13 -4.55
H -0.38 2.37 -5.39
H 0.19 4.77 -4.97
H 0.82 5.43 -2.63
H 0.86 3.73 -0.89
N -3.50 2.89 0.59
C -4.67 2.16 0.27
C -5.81 2.32 1.04
C -6.96 1.60 0.73
C -6.95 0.70 -0.33
C -5.80 0.52 -1.07
C -4.67 1.27 -0.79
S -3.23 1.14 -1.80
N -2.03 1.54 -0.66
C -2.27 2.40 0.26
C -1.10 2.94 1.00
C -1.18 4.06 1.81
C -0.04 4.53 2.45
C 1.15 3.86 2.26
C 1.16 2.75 1.41
N 0.07 2.31 0.79
H -3.54 3.30 1.51
H -5.81 3.01 1.87
H -7.85 1.73 1.32
H -7.84 0.13 -0.56
H -5.78 -0.19 -1.89
H -2.11 4.60 1.93
H -0.09 5.40 3.08
H 2.07 4.17 2.73
H 2.08 2.21 1.23
O 1.06 -0.30 1.51
C 0.04 -0.31 2.26
N -1.09 0.16 1.78
C -2.07 0.12 2.77
O -3.18 0.58 2.67
C -1.44 -0.53 3.97
C -1.96 -0.84 5.21
C -1.09 -1.43 6.13
C 0.24 -1.68 5.82
C 0.76 -1.36 4.57
C -0.11 -0.78 3.66
H -2.99 -0.64 5.45
H -1.46 -1.70 7.11
H 0.88 -2.14 6.56
H 1.79 -1.55 4.32
Cl 3.42 2.65 -3.09
C 3.80 2.32 -1.42
C 4.72 3.17 -0.81
C 5.18 2.88 0.47
C 4.75 1.72 1.10
C 3.82 0.90 0.49
C 3.27 1.19 -0.77
C 2.22 0.32 -1.35
H 5.08 4.03 -1.35
H 5.91 3.53 0.93
H 5.14 1.45 2.07
H 3.47 0.02 1.00
H 2.60 -0.70 -1.31
H 2.11 0.54 -2.42
C 3.14 -2.75 1.72
C 3.05 -2.80 0.20
P 1.34 -2.64 -0.49
C 0.47 -4.01 0.36
C 1.02 -5.42 0.16
C 1.56 -3.22 -2.24
C 2.77 -4.08 -2.59
H 4.18 -2.78 2.03
H 2.64 -3.61 2.17
H 2.68 -1.85 2.12
H 3.46 -3.75 -0.15
H 3.67 -2.03 -0.25
H -0.58 -3.96 0.05
H 0.46 -3.74 1.42
H 0.97 -5.71 -0.89
H 0.43 -6.14 0.73
H 2.05 -5.50 0.48
H 1.56 -2.32 -2.86
H 0.63 -3.74 -2.49
H 3.70 -3.53 -2.45
H 2.73 -4.36 -3.65
H 2.82 -4.99 -2.00

As for the lowest unoccupied orbital energy: -3.260 eV. For the HOMO energy, the calculation gives -9.96 eV. As for the net charge: +1. For the energy relative to the best compared isomer or geometry (same formula, charge and spin), the calculation gives 0.0 kcal/mol. The value obtained for the max |F| is 0.802 eV Å⁻¹. The frontier orbital gap comes out at 0.2463 Eh.

***

# C10H28O8S4

A 4-piece molecular cluster, C10H28O8S4 overall at a distorted geometry (wB97M-V/def2-TZVPD, the Open Molecules 2025 dataset).

CARTESIAN COORDINATES (ANGSTROEM)
O -13.51 6.79 -27.93
S -14.55 6.25 -28.80
O -15.65 7.01 -29.29
O -13.85 5.49 -30.12
C -14.63 4.67 -31.04
C -14.33 5.01 -32.46
C -15.38 4.69 -28.06
H -15.69 4.62 -30.83
H -14.38 3.64 -30.81
H -13.25 4.94 -32.57
H -14.66 6.04 -32.53
H -14.83 4.37 -33.18
H -15.82 4.08 -28.85
H -16.14 4.77 -27.28
H -14.66 4.06 -27.54
O -11.30 -1.72 -22.32
S -12.03 -0.62 -23.04
O -11.65 -0.09 -24.38
O -13.63 -1.04 -23.00
C -14.57 -0.22 -23.71
C -15.02 -0.90 -24.93
C -12.01 0.83 -21.86
H -14.24 0.81 -23.88
H -15.41 -0.16 -23.02
H -15.61 -1.77 -24.65
H -14.16 -1.35 -25.43
H -15.51 -0.35 -25.73
H -12.48 0.34 -21.01
H -12.68 1.56 -22.33
H -11.00 1.20 -21.71
C -14.05 3.74 -26.24
S -13.70 2.41 -27.53
O -12.32 1.88 -27.34
C -14.74 1.09 -26.76
H -15.12 3.61 -26.03
H -13.81 4.67 -26.74
H -13.56 3.54 -25.28
H -14.83 0.19 -27.37
H -15.72 1.53 -26.57
H -14.29 0.80 -25.80
C -17.80 3.37 -24.09
S -16.33 2.30 -23.78
O -16.14 1.59 -25.11
C -15.05 3.57 -23.48
H -18.39 3.57 -23.19
H -18.43 2.75 -24.72
H -17.51 4.23 -24.70
H -14.05 3.15 -23.40
H -15.45 4.14 -22.63
H -14.91 4.21 -24.35

As for the lowest unoccupied orbital energy: -0.064 eV. For the HOMO energy, the calculation gives -8.67 eV. For the energy relative to the best compared isomer or geometry (same formula, charge and spin), the calculation gives 169.3 kcal/mol. The value obtained for the max |F| is 4.788 eV Å⁻¹. The frontier orbital gap comes out at 0.3161 Eh.

***

# C3H6BrNO

One molecule with the formula C3H6BrNO at a distorted geometry (wB97M-V/def2-TZVPD, the Open Molecules 2025 dataset).

CARTESIAN COORDINATES (ANGSTROEM)
C -0.57 -2.03 1.13
C -0.73 0.42 0.70
C 0.77 -0.99 -0.53
N -0.22 -0.95 0.52
O 1.79 -0.15 -0.33
Br -2.05 -1.91 2.23
H -0.70 0.88 -0.31
H -1.85 0.34 1.09
H -0.08 0.92 1.47
H 1.31 0.68 -0.15
H 1.32 -1.94 -0.51
H 0.08 -0.90 -1.45

As for the lowest unoccupied orbital energy: 0.574 eV. For the HOMO energy, the calculation gives -8.31 eV. For the energy relative to the best compared isomer or geometry (same formula, charge and spin), the calculation gives 51.5 kcal/mol. The value obtained for the max |F| is 3.980 eV Å⁻¹. The frontier orbital gap comes out at 0.3266 Eh.

***

# C38H92N10O20

A 10-piece molecular cluster, C38H92N10O20 overall at a distorted geometry (wB97M-V/def2-TZVPD, the Open Molecules 2025 dataset).

CARTESIAN COORDINATES (ANGSTROEM)
C -3.35 0.74 -6.86
O -3.00 -0.35 -7.62
C -1.66 -0.76 -7.23
C -0.47 0.12 -7.60
N -0.06 0.99 -6.45
H -1.31 2.32 -5.26
H 0.41 0.43 -5.70
C 0.99 1.85 -6.93
C 0.19 2.97 -7.54
O 0.83 3.46 -8.77
C 0.23 4.59 -9.51
H -2.61 1.51 -6.85
H -3.62 0.40 -5.83
H -4.24 1.21 -7.29
H -1.60 -1.70 -7.81
H -1.63 -0.93 -6.13
H -0.65 0.80 -8.44
H 0.37 -0.49 -7.98
H 1.58 1.27 -7.61
H 1.66 2.12 -6.08
H -0.02 3.80 -6.82
H -0.76 2.59 -7.84
H 0.96 4.73 -10.33
H 0.15 5.58 -9.02
H -0.75 4.26 -9.97
C -0.02 4.60 -0.58
O 0.12 3.26 -0.13
C -1.17 2.59 0.06
C -0.89 1.33 0.81
N -0.08 1.68 1.97
H 0.42 0.85 2.17
H 0.60 2.42 1.68
C -0.82 2.25 3.11
C -0.09 3.39 3.73
O 0.21 4.30 2.71
C 0.83 5.44 3.05
H -0.56 4.67 -1.52
H 0.99 4.99 -0.60
H -0.57 5.14 0.17
H -1.69 2.36 -0.88
H -1.92 3.25 0.62
H -0.28 0.64 0.18
H -1.74 0.81 1.19
H -0.90 1.45 3.95
H -1.83 2.57 2.83
H 0.88 3.04 4.12
H -0.65 3.85 4.50
H 0.20 6.28 3.47
H 1.25 5.81 2.12
H 1.57 5.28 3.82
C 4.36 -3.53 6.87
C 2.79 -3.48 6.80
N 2.31 -2.22 6.14
C 2.72 -1.07 6.93
C 2.91 -2.15 4.74
C 2.90 -3.42 3.85
C 0.81 -2.35 6.06
C 0.00 -1.07 5.77
O -0.47 -0.55 7.00
C -1.26 0.64 7.04
H 4.83 -4.45 7.26
H 4.87 -2.73 7.52
H 4.90 -3.32 5.92
H 2.54 -3.52 7.87
H 2.34 -4.31 6.28
H 2.29 -1.12 7.91
H 2.34 -0.19 6.39
H 3.78 -0.98 6.87
H 3.90 -1.70 4.74
H 2.28 -1.53 4.15
H 3.55 -4.21 4.21
H 3.35 -3.07 2.91
H 1.92 -3.80 3.67
H 0.42 -2.71 7.05
H 0.57 -3.03 5.28
H -0.86 -1.36 5.16
H 0.53 -0.33 5.20
H -1.99 0.75 6.20
H -0.52 1.48 7.15
H -1.81 0.64 7.99
C 3.55 2.68 -2.20
C 2.27 1.88 -2.46
C 1.98 0.64 -1.64
C 2.95 -0.52 -2.11
N 3.18 -1.63 -1.00
C 4.29 -1.39 0.05
C 5.30 -2.55 -0.11
C 4.51 -3.67 -0.73
C 3.62 -2.90 -1.73
C 1.99 -1.86 -0.22
H 3.86 3.32 -3.09
H 4.44 2.05 -2.09
H 3.37 3.35 -1.36
H 2.22 1.58 -3.55
H 1.51 2.61 -2.42
H 0.99 0.22 -1.83
H 2.07 0.93 -0.58
H 3.91 -0.10 -2.45
H 2.49 -1.12 -2.89
H 3.84 -1.55 1.03
H 4.71 -0.40 0.00
H 5.83 -2.85 0.79
H 5.96 -2.23 -0.90
H 3.86 -4.24 -0.05
H 5.15 -4.45 -1.15
H 2.73 -3.29 -2.19
H 4.27 -2.56 -2.48
H 1.74 -0.97 0.38
H 2.06 -2.74 0.44
H 1.18 -2.07 -0.93
C -3.78 -1.69 4.27
C -4.64 -1.65 2.93
C -3.82 -2.09 1.73
C -4.67 -1.97 0.49
N -3.95 -1.88 -0.87
C -3.14 -0.57 -1.00
C -3.66 0.12 -2.21
C -4.42 -0.95 -3.03
C -5.01 -1.81 -1.89
C -3.13 -3.10 -1.13
H -4.02 -0.83 4.90
H -2.62 -1.79 4.11
H -4.13 -2.55 4.78
H -4.94 -0.58 2.72
H -5.55 -2.27 3.08
H -3.48 -3.13 1.89
H -2.92 -1.52 1.64
H -5.20 -1.06 0.53
H -5.44 -2.77 0.38
H -2.10 -0.88 -1.04
H -3.25 0.10 -0.16
H -2.78 0.54 -2.68
H -4.33 0.93 -1.91
H -3.78 -1.52 -3.76
H -5.14 -0.42 -3.68
H -5.31 -2.81 -2.25
H -5.91 -1.33 -1.47
H -3.81 -3.91 -1.12
H -2.46 -3.22 -0.28
H -2.61 -3.05 -2.06
N 0.18 -1.85 -3.83
O -1.00 -1.50 -3.88
O 0.55 -2.61 -2.93
O 0.94 -1.35 -4.65
N -0.36 -2.44 2.21
O -0.89 -1.36 1.79
O 0.05 -2.50 3.35
O -0.26 -3.48 1.48
N 3.17 0.79 3.27
O 4.36 0.66 3.46
O 2.83 1.09 2.10
O 2.32 0.64 4.16
N -4.11 2.05 1.65
O -3.63 1.02 2.15
O -4.88 1.88 0.68
O -3.78 3.24 2.04
N -1.80 3.00 -3.56
O -2.58 3.76 -2.94
O -1.61 3.22 -5.00
O -1.12 2.19 -3.02

As for the lowest unoccupied orbital energy: 0.186 eV. For the HOMO energy, the calculation gives -8.26 eV. The value obtained for the max |F| is 3.770 eV Å⁻¹. The frontier orbital gap comes out at 0.3104 Eh.

***

# C28H30MgN8O6

C28H30MgN8O6 as an isolated structure at a distorted geometry (wB97M-V/def2-TZVPD, the Open Molecules 2025 dataset).

CARTESIAN COORDINATES (ANGSTROEM)
Mg -0.16 0.48 2.27
N -1.54 2.22 3.42
O -0.63 2.46 2.67
O -2.13 3.16 3.92
O -1.64 1.00 3.63
N -0.27 0.76 -0.25
O -0.40 0.86 -1.45
O -1.21 0.64 0.53
O 0.73 0.64 0.38
N -3.38 -0.90 -1.17
C -3.56 -2.19 -0.88
C -3.36 -2.97 -1.99
C -3.08 -2.04 -3.01
C -3.02 -0.74 -2.48
H -3.39 -0.17 -0.48
H -3.78 -2.40 0.16
H -3.41 -4.05 -1.89
H -2.88 -2.28 -4.05
H -2.92 0.22 -2.96
N 1.30 1.49 -3.95
C 0.53 1.92 -4.95
C 1.27 2.03 -6.05
C 2.62 1.90 -5.68
C 2.60 1.40 -4.35
H 0.94 1.29 -3.03
H -0.53 2.09 -4.86
H 0.89 2.36 -7.00
H 3.46 2.00 -6.34
H 3.35 1.03 -3.66
N 1.50 0.64 3.39
C 1.39 0.61 4.79
C 2.47 0.61 5.61
C 3.78 0.46 5.12
C 3.96 0.45 3.75
C 2.82 0.57 2.95
H 0.37 0.66 5.17
H 2.22 0.62 6.66
H 4.52 0.39 5.90
H 4.92 0.43 3.25
H 3.01 0.64 1.89
N -0.46 -1.50 2.43
C -1.79 -1.80 2.65
C -2.32 -3.09 2.54
C -1.44 -4.18 2.40
C -0.05 -3.92 2.30
C 0.36 -2.59 2.25
H -2.46 -0.97 2.78
H -3.36 -3.21 2.77
H -1.78 -5.19 2.61
H 0.64 -4.75 2.18
H 1.43 -2.47 2.26
N 0.68 6.18 0.19
C 0.93 5.32 -0.85
C 0.03 4.29 -1.18
C -1.14 4.13 -0.42
C -1.46 5.09 0.55
C -0.48 6.06 0.86
H 1.87 5.49 -1.34
H 0.30 3.59 -1.96
H -1.87 3.42 -0.79
H -2.38 5.11 1.10
H -0.60 6.63 1.77
N 1.90 -3.14 -2.83
C 1.72 -4.46 -2.52
C 0.75 -4.89 -1.59
C -0.11 -4.01 -1.04
C 0.06 -2.62 -1.36
C 1.08 -2.23 -2.23
H 2.45 -5.11 -2.98
H 0.64 -5.95 -1.41
H -0.95 -4.50 -0.58
H -0.65 -1.85 -1.08
H 1.09 -1.18 -2.49

As for the lowest unoccupied orbital energy: -0.790 eV. For the HOMO energy, the calculation gives -7.72 eV. The value obtained for the max |F| is 7.246 eV Å⁻¹. The frontier orbital gap comes out at 0.2545 Eh.